This record from OMol25 describes the molecule C7H18NP at a distorted geometry. The level of theory is ωB97M-V/def2-TZVPD.

Structure (XYZ):
```
27
Properties=species:S:1:pos:R:3:mulliken_charge:R:1
P 1.11 0.51 0.28 0.73
N 0.18 -0.41 -0.52 -0.32
C 1.18 0.14 2.10 -1.12
C -1.26 -0.80 -0.63 1.44
C -2.04 -0.68 0.80 -1.60
C 1.22 2.52 0.27 -1.21
C -1.94 0.17 -1.60 -1.56
C -1.19 -2.28 -1.15 -1.57
C 2.78 0.18 -0.41 -1.28
H -1.52 -0.72 1.73 0.35
H -2.12 -2.80 -1.31 0.38
H 3.32 0.79 0.40 0.36
H -1.92 1.23 -1.21 0.30
H 0.97 0.91 2.87 0.34
H 0.81 2.84 -0.74 0.29
H 2.98 -0.82 -0.36 0.39
H -1.56 0.24 -2.64 0.34
H 2.91 0.40 -1.44 0.32
H 0.71 3.23 0.94 0.38
H -0.66 -2.38 -2.05 0.40
H -2.79 -1.48 0.73 0.36
H 2.26 2.61 0.56 0.36
H 0.36 -0.60 2.27 0.29
H 2.26 -0.15 2.19 0.36
H -0.61 -2.70 -0.27 0.34
H -2.46 0.23 0.77 0.49
H -2.97 -0.15 -1.56 0.42
```

- frontier orbital gap (hartree) = 0.3257
- energy relative to the best compared isomer or geometry (same formula, charge and spin) (eV) = 1.6980
- max |F| (eV Å⁻¹) = 4.77
- molecular weight (g mol⁻¹) = 147.20
- multiplicity = 1